Entry from the OMol25 dataset: C47H69BMoN12OP as an isolated structure in a non-equilibrium geometry (ωB97M-V/def2-TZVPD).

Results
2S+1 = 4
M = 955.9 u
Lowest unoccupied orbital energy (spin up / spin down) = 0.4869 / 0.4696 eV
Electronic energy = -81608.3178 eV
ΔE to the lowest compared entry with this formula, charge and spin = 1.882 eV
Expectation value of S² = 3.788
HOMO level (spin up / spin down) = -5.98 / -6.24 eV
Max |F| = 0.0238 hartree/bohr

Last column: Mulliken spin population.
Atoms and positions in Å:
Mo1 -0.583 0.593 -0.284  2.91
C1 2.074 3.944 0.725  0.00
C2 1.729 2.599 0.697  0.04
N1 0.674 2.394 -0.089  0.07
N2 0.289 3.619 -0.547  0.00
C3 1.141 4.549 -0.083  0.02
B1 -0.750 3.878 -1.682  -0.05
N3 -2.235 3.924 -1.229  -0.01
C4 -3.226 4.570 -1.889  0.00
C5 -4.429 4.100 -1.429  0.00
C6 -4.069 3.127 -0.486  0.01
N4 -2.754 3.007 -0.386  -0.01
N5 -0.667 2.741 -2.714  0.00
C7 -0.570 2.874 -4.046  0.01
C8 -1.103 1.755 -4.633  0.00
C9 -1.515 0.974 -3.557  0.02
N6 -1.250 1.549 -2.388  -0.02
N7 -0.416 5.253 -2.258  0.00
C10 -0.816 6.444 -1.743  0.00
C11 -0.122 7.437 -2.387  0.00
C12 0.705 6.743 -3.290  0.00
N8 0.534 5.437 -3.200  0.00
H1 2.889 4.405 1.252  0.00
H2 2.216 1.775 1.185  -0.01
H3 1.037 5.585 -0.354  0.00
H4 -3.007 5.308 -2.640  0.00
H5 -5.414 4.417 -1.720  0.00
H6 -4.724 2.524 0.120  0.00
H7 -0.142 3.768 -4.467  0.00
H8 -1.185 1.532 -5.681  0.00
H9 -1.978 0.016 -3.616  0.00
H10 -1.551 6.496 -0.959  0.00
H11 -0.197 8.497 -2.229  0.00
H12 1.412 7.141 -3.999  0.00
C13 1.412 -2.283 -5.426  0.00
C14 2.310 -1.664 -4.347  -0.01
C15 3.568 -1.080 -5.007  0.00
C16 2.664 -2.670 -3.252  0.00
C17 3.310 -3.794 -3.766  0.00
C18 3.713 -4.861 -2.994  0.00
C19 3.402 -4.824 -1.654  0.00
C20 2.737 -3.745 -1.084  0.00
C21 2.313 -3.939 0.361  0.00
C22 1.239 -5.027 0.463  0.00
C23 3.504 -4.263 1.264  0.00
C24 2.409 -2.604 -1.850  -0.01
N9 1.804 -1.502 -1.136  0.05
C25 2.401 -1.086 0.060  0.06
C26 1.848 -0.483 1.123  0.06
N10 0.547 -0.052 1.424  -0.06
C27 0.444 0.285 2.795  0.02
C28 -0.363 1.371 3.229  -0.06
C29 -0.246 1.890 4.513  -0.01
C30 0.632 1.371 5.440  0.02
C31 1.317 0.231 5.079  -0.01
C32 1.214 -0.368 3.822  0.02
C33 1.924 -1.736 3.813  0.00
C34 1.160 -2.863 3.131  0.01
C35 3.418 -1.709 3.448  0.00
C36 -1.403 2.077 2.383  -0.04
C37 -2.800 1.809 2.945  0.01
C38 -1.158 3.588 2.325  0.02
H13 1.039 -1.496 -6.084  0.00
H14 0.549 -2.796 -4.996  0.00
H15 1.948 -3.003 -6.045  0.00
H16 1.743 -0.845 -3.931  0.00
H17 4.063 -1.815 -5.645  0.00
H18 4.295 -0.746 -4.267  0.00
H19 3.301 -0.225 -5.630  0.00
H20 3.505 -3.824 -4.830  0.00
H21 4.224 -5.708 -3.431  0.00
H22 3.652 -5.673 -1.031  0.00
H23 1.861 -3.020 0.715  -0.01
H24 1.602 -5.989 0.099  0.00
H25 0.359 -4.758 -0.124  0.00
H26 0.927 -5.157 1.502  0.00
H27 3.989 -5.193 0.966  0.00
H28 3.183 -4.379 2.299  0.00
H29 4.256 -3.475 1.226  0.00
H30 3.469 -1.272 0.120  -0.01
H31 2.579 -0.225 1.881  0.02
H32 -0.850 2.746 4.785  0.00
H33 0.745 1.808 6.423  0.00
H34 1.950 -0.253 5.815  0.00
H35 1.918 -2.011 4.870  0.00
H36 0.881 -2.626 2.111  0.00
H37 0.242 -3.077 3.676  0.00
H38 1.766 -3.771 3.141  0.00
H39 3.590 -1.804 2.380  0.00
H40 3.928 -2.543 3.934  0.00
H41 3.885 -0.786 3.797  0.00
H42 -1.393 1.671 1.355  -0.01
H43 -2.886 2.250 3.939  0.00
H44 -2.995 0.741 3.032  0.00
H45 -3.561 2.263 2.311  0.00
H46 -1.521 4.054 3.243  0.00
H47 -1.698 4.037 1.497  0.00
H48 -0.099 3.817 2.233  0.00
C39 -3.872 -2.825 4.662  0.00
N11 -2.638 -2.090 4.437  0.00
C40 -2.231 -1.108 5.435  0.00
C41 -2.156 -2.002 3.209  0.00
N12 -1.729 -1.909 2.138  0.02
H49 -3.802 -3.364 5.607  0.00
H50 -4.021 -3.542 3.859  0.00
H51 -4.733 -2.151 4.705  0.00
H52 -2.095 -1.611 6.393  0.00
H53 -2.989 -0.327 5.546  0.00
H54 -1.291 -0.653 5.135  0.00
C42 -4.155 -0.467 0.835  -0.01
P1 -2.841 -0.870 -0.382  0.02
C43 -3.863 -0.445 -1.862  0.00
C44 -3.034 -2.690 -0.499  0.02
H55 -5.089 -0.915 0.494  0.00
H56 -4.276 0.609 0.888  0.00
H57 -3.919 -0.839 1.828  0.00
H58 -4.900 -0.722 -1.669  0.00
H59 -3.532 -1.007 -2.733  0.00
H60 -3.815 0.620 -2.080  0.00
H61 -4.095 -2.925 -0.399  0.00
H62 -2.467 -3.198 0.276  0.00
H63 -2.692 -3.033 -1.474  0.00
C45 2.338 0.856 -2.316  0.01
O1 1.061 0.282 -2.528  0.03
C46 0.658 -0.748 -1.595  -0.27
C47 -0.240 -1.773 -2.269  0.14
H64 3.143 0.157 -2.547  0.01
H65 2.477 1.195 -1.293  0.00
H66 2.399 1.712 -2.989  0.00
H67 0.284 -2.338 -3.046  0.01
H68 -1.129 -1.353 -2.711  -0.07
H69 -0.527 -2.481 -1.492  -0.01

Entry from the OMol25 dataset: C47H70AsBHfN9O2S2SbSi3 as an isolated structure in a non-equilibrium geometry (ωB97M-V/def2-TZVPD).

Results
2S+1 = 2
M = 1327.5 u
Charge = +3
Lowest unoccupied orbital energy (spin up / spin down) = -8.3454 / -9.5891 eV
Electronic energy = -182029.4040 eV
ΔE to the lowest compared entry with this formula, charge and spin = 0.700 eV
Expectation value of S² = 0.762
HOMO level (spin up / spin down) = -14.75 / -15.35 eV
Max |F| = 0.0336 hartree/bohr

Last column: Mulliken spin population.
Atoms and positions in Å:
Hf1 0.226 -0.014 0.388  0.03
C1 1.162 3.428 -1.031  0.01
C2 2.160 2.334 -1.021  0.00
C3 3.458 2.384 -1.500  0.00
C4 4.024 1.165 -1.186  0.00
N1 3.116 0.420 -0.546  0.00
N2 1.930 1.126 -0.451  0.00
B1 3.251 -0.972 0.101  0.00
N3 2.217 -1.902 -0.668  0.01
C5 2.590 -2.930 -1.451  0.00
C6 1.654 -3.108 -2.441  0.00
C7 0.701 -2.110 -2.239  0.00
C8 -0.435 -1.782 -3.139  0.01
N4 1.030 -1.392 -1.150  0.00
N5 2.856 -0.817 1.610  0.00
C9 3.701 -0.842 2.650  0.00
C10 2.986 -0.622 3.810  0.00
C11 1.671 -0.435 3.405  0.00
C12 0.473 -0.212 4.254  -0.01
N6 1.596 -0.535 2.062  0.00
N7 4.609 -1.595 0.060  0.00
C13 4.941 -2.793 0.633  0.00
C14 6.274 -2.996 0.434  0.00
C15 6.716 -1.851 -0.280  0.00
C16 8.098 -1.550 -0.758  0.00
N8 5.713 -1.022 -0.492  0.00
H1 1.457 4.197 -0.315  0.00
H2 1.125 3.895 -2.014  0.00
H3 0.162 3.082 -0.786  0.00
H4 3.924 3.212 -2.004  0.00
H5 5.013 0.767 -1.344  0.00
H6 3.519 -3.450 -1.287  0.00
H7 1.678 -3.827 -3.242  0.00
H8 -0.724 -2.653 -3.724  0.00
H9 -1.294 -1.402 -2.596  -0.01
H10 -0.116 -1.011 -3.842  0.00
H11 4.753 -1.027 2.513  0.00
H12 3.366 -0.594 4.817  0.00
H13 0.476 -0.908 5.093  0.00
H14 0.483 0.792 4.676  0.00
H15 -0.449 -0.336 3.686  0.01
H16 4.204 -3.398 1.138  0.00
H17 6.865 -3.838 0.749  0.00
H18 8.793 -2.315 -0.421  0.00
H19 8.129 -1.511 -1.846  0.00
H20 8.434 -0.584 -0.382  0.00
C17 -2.469 1.111 -5.010  0.00
O1 -2.186 0.690 -3.654  0.01
C18 -1.780 1.592 -2.788  0.04
S1 -1.557 3.170 -3.001  0.09
S2 -1.606 0.807 -1.164  0.20
H21 -2.460 0.204 -5.607  0.00
H22 -1.716 1.813 -5.358  0.00
H23 -3.451 1.580 -5.039  0.00
C19 -3.425 2.260 5.725  0.00
C20 -3.856 1.763 4.504  0.01
C21 -2.979 1.691 3.433  0.02
C22 -1.671 2.146 3.562  0.00
C23 -1.232 2.613 4.795  0.00
C24 -2.107 2.668 5.872  0.00
As1 -0.551 2.225 1.942  -0.02
C25 1.008 3.190 2.609  0.01
C26 0.840 4.370 3.337  0.00
C27 1.941 5.062 3.813  0.00
C28 3.225 4.587 3.575  0.00
C29 3.402 3.413 2.860  0.00
C30 2.300 2.719 2.380  0.00
C31 -1.572 3.638 1.030  0.00
C32 -1.055 4.913 0.835  0.00
C33 -1.843 5.911 0.277  0.00
C34 -3.155 5.648 -0.083  0.00
C35 -3.671 4.373 0.095  0.00
C36 -2.879 3.371 0.634  0.00
H24 -4.110 2.329 6.559  0.00
H25 -4.883 1.439 4.387  0.00
H26 -3.323 1.279 2.494  0.00
H27 -0.215 2.956 4.931  0.00
H28 -1.757 3.043 6.824  0.00
H29 -0.153 4.750 3.538  0.00
H30 1.796 5.978 4.370  0.00
H31 4.081 5.130 3.951  0.00
H32 4.399 3.036 2.671  0.00
H33 2.466 1.812 1.816  0.00
H34 -0.036 5.146 1.107  0.00
H35 -1.428 6.900 0.133  0.00
H36 -3.771 6.432 -0.502  0.00
H37 -4.695 4.162 -0.186  0.00
H38 -3.290 2.377 0.744  0.01
C37 0.670 -3.491 2.821  0.00
C38 0.107 -3.229 1.462  0.01
N9 0.098 -4.225 0.598  0.00
O2 -0.350 -2.103 1.133  0.00
H39 1.700 -3.127 2.853  0.00
H40 0.674 -4.553 3.059  0.00
H41 0.103 -2.949 3.575  0.00
H42 0.416 -5.145 0.855  0.00
H43 -0.260 -4.089 -0.337  0.00
C39 -3.276 -1.685 4.049  0.01
Si1 -3.871 -2.596 2.539  0.15
C40 -5.731 -2.678 2.464  0.07
C41 -3.091 -4.293 2.387  0.03
Sb1 -3.209 -1.220 0.295  0.29
Si2 -3.681 -3.132 -1.536  0.00
C42 -4.060 -2.275 -3.155  -0.01
C43 -2.280 -4.378 -1.743  -0.01
C44 -5.131 -4.128 -0.900  0.03
Si3 -5.424 0.218 -0.267  0.01
C45 -5.861 1.184 1.283  -0.01
C46 -5.086 1.282 -1.765  0.00
C47 -6.833 -0.952 -0.648  0.02
H44 -3.517 -2.282 4.934  0.00
H45 -3.769 -0.720 4.158  0.00
H46 -2.199 -1.515 4.046  0.00
H47 -6.076 -3.236 3.340  0.01
H48 -6.090 -3.202 1.581  -0.01
H49 -6.197 -1.693 2.498  0.00
H50 -3.685 -4.992 2.982  0.00
H51 -2.074 -4.312 2.781  0.00
H52 -3.078 -4.662 1.361  -0.01
H53 -3.313 -1.531 -3.428  0.00
H54 -5.030 -1.779 -3.120  0.00
H55 -4.102 -3.025 -3.948  0.00
H56 -1.287 -3.951 -1.882  0.00
H57 -2.503 -4.947 -2.650  0.00
H58 -2.269 -5.094 -0.919  0.00
H59 -6.041 -3.545 -0.783  -0.01
H60 -4.910 -4.627 0.044  0.00
H61 -5.337 -4.909 -1.639  0.00
H62 -5.305 2.115 1.392  0.00
H63 -5.715 0.586 2.184  0.00
H64 -6.922 1.441 1.229  0.00
H65 -4.244 1.960 -1.635  0.00
H66 -5.976 1.883 -1.972  0.00
H67 -4.897 0.657 -2.640  0.00
H68 -7.056 -1.633 0.172  0.00
H69 -6.680 -1.534 -1.556  0.00
H70 -7.722 -0.335 -0.805  0.00

Entry from the OMol25 dataset: C47H70F33NNbO5S2 as an isolated structure in a non-equilibrium geometry (ωB97M-V/def2-TZVPD).

Results
M = 1513.1 u
Charge = -1
Lowest unoccupied orbital energy = 1.6216 eV
Electronic energy = -174494.1155 eV
HOMO level = -4.98 eV
Max |F| = 0.0495 hartree/bohr

Last column: Löwdin charge in e.
Atoms and positions in Å:
C1 -3.071 3.317 -1.913  -0.08
C2 -3.590 2.709 -0.841  -0.33
C3 -4.530 1.564 -0.857  -0.37
Nb1 -3.809 -0.329 0.186  1.58
C4 -5.729 -1.448 -0.491  -0.29
C5 -6.435 -2.135 0.600  -0.45
O1 -6.780 -1.654 1.658  -0.05
C6 -2.656 -1.075 -1.625  -0.35
C7 -1.280 -0.438 -1.917  -0.37
C8 -0.263 -1.005 -0.936  -0.50
S1 1.270 -0.076 -0.596  0.88
C9 0.727 1.564 -0.065  -1.03
S2 0.104 2.636 -1.097  0.79
N1 0.887 1.856 1.315  -0.22
C10 2.245 1.651 1.813  -0.21
C11 3.209 2.736 1.305  -0.17
C12 4.031 2.354 0.074  -0.21
C13 5.013 1.178 0.302  -0.18
C14 5.001 0.152 -0.847  -0.21
C15 5.306 -1.298 -0.387  -0.20
C16 4.198 -2.312 -0.707  -0.28
C17 4.748 -3.714 -0.960  -0.12
C18 -0.169 1.159 2.091  -0.20
C19 -1.326 2.062 2.494  -0.21
C20 -0.907 3.323 3.248  -0.19
C21 -0.464 4.488 2.334  -0.22
C22 -1.425 5.672 2.395  -0.22
C23 -1.112 6.773 1.373  -0.23
C24 -1.129 6.291 -0.079  -0.27
C25 -0.976 7.443 -1.086  -0.11
C26 -3.091 -1.912 1.687  -0.49
C27 -2.856 -3.286 1.079  -0.14
F1 -1.945 -1.580 2.479  -0.17
H1 -2.756 4.354 -1.895  0.02
H2 -2.929 2.768 -2.841  0.05
H3 -3.289 3.081 0.139  0.07
H4 -4.665 1.240 -1.900  0.04
H5 -5.489 1.880 -0.439  0.04
H6 -4.537 0.456 1.677  -0.08
H7 -2.358 0.702 0.535  -0.04
H8 -5.442 -2.165 -1.267  0.03
H9 -6.377 -0.669 -0.906  0.05
H10 -6.668 -3.212 0.430  0.10
H11 -2.561 -2.171 -1.658  0.04
H12 -3.312 -0.798 -2.467  0.04
H13 -0.942 -0.698 -2.929  0.10
H14 -1.367 0.642 -1.817  0.01
H15 0.145 -1.932 -1.355  0.07
H16 -0.732 -1.275 0.013  0.03
H17 2.635 0.653 1.560  0.09
H18 2.202 1.707 2.902  0.12
H19 2.583 3.605 1.074  0.11
H20 3.889 3.025 2.112  0.11
H21 4.618 3.227 -0.215  0.08
H22 3.389 2.131 -0.784  0.09
H23 6.018 1.607 0.331  0.10
H24 4.793 0.692 1.255  0.10
H25 5.756 0.441 -1.581  0.09
H26 4.043 0.162 -1.371  0.06
H27 5.437 -1.282 0.699  0.10
H28 6.240 -1.634 -0.848  0.10
H29 3.490 -2.362 0.125  0.10
H30 3.625 -1.994 -1.582  0.08
H31 5.435 -4.035 -0.172  0.07
H32 5.267 -3.776 -1.919  0.05
H33 3.938 -4.448 -0.989  0.07
H34 0.294 0.762 2.999  0.11
H35 -0.540 0.294 1.532  0.06
H36 -1.950 1.451 3.151  0.09
H37 -1.920 2.317 1.613  0.06
H38 -1.761 3.680 3.836  0.10
H39 -0.119 3.101 3.977  0.11
H40 0.557 4.817 2.560  0.11
H41 -0.438 4.115 1.309  0.05
H42 -2.442 5.315 2.189  0.11
H43 -1.389 6.129 3.390  0.11
H44 -1.840 7.584 1.484  0.10
H45 -0.115 7.178 1.589  0.11
H46 -0.302 5.593 -0.225  0.07
H47 -2.052 5.740 -0.286  0.09
H48 -1.564 7.258 -1.987  0.06
H49 -1.277 8.403 -0.658  0.06
H50 0.063 7.544 -1.412  0.06
H51 -3.905 -2.016 2.419  0.06
H52 -3.648 -3.504 0.354  0.05
H53 -1.917 -3.312 0.518  0.05
H54 -2.822 -4.076 1.836  0.07
C28 4.802 -3.920 -7.035  -0.05
C29 5.788 -3.331 -8.051  -0.44
C30 7.286 -3.499 -7.777  -0.31
F2 7.644 -2.867 -6.642  0.10
F3 7.976 -2.948 -8.802  0.10
F4 5.511 -2.032 -8.274  0.14
F5 5.569 -4.010 -9.219  0.10
O2 4.233 -3.036 -6.099  0.06
C31 4.828 -2.758 -4.903  -0.54
C32 5.169 -1.266 -4.780  -0.27
F6 6.007 -0.901 -5.776  0.09
F7 5.791 -1.037 -3.606  0.11
F8 5.910 -3.530 -4.684  0.15
F9 3.931 -3.034 -3.935  0.15
H55 3.958 -4.247 -7.640  0.15
H56 5.214 -4.811 -6.559  0.15
H57 7.549 -4.557 -7.705  0.17
H58 4.258 -0.668 -4.837  0.18
C33 -10.547 -6.881 0.074  -0.05
C34 -9.356 -7.802 -0.221  -0.44
C35 -9.115 -8.983 0.724  -0.31
F10 -8.837 -8.557 1.971  0.10
F11 -8.054 -9.689 0.270  0.10
F12 -8.228 -7.082 -0.349  0.14
F13 -9.625 -8.376 -1.437  0.09
O3 -10.278 -5.668 0.732  0.06
C36 -10.252 -5.565 2.092  -0.54
C37 -8.874 -5.121 2.599  -0.28
F14 -7.935 -6.019 2.234  0.10
F15 -8.909 -5.070 3.949  0.10
F16 -10.659 -6.701 2.694  0.14
F17 -11.126 -4.594 2.442  0.14
H59 -10.900 -6.578 -0.910  0.15
H60 -11.361 -7.433 0.547  0.15
H61 -9.989 -9.640 0.748  0.17
H62 -8.618 -4.138 2.197  0.17
C38 7.396 4.118 -5.010  -0.05
C39 8.896 4.427 -5.067  -0.44
C40 9.866 3.386 -4.499  -0.31
F18 9.667 3.213 -3.178  0.10
F19 11.130 3.833 -4.681  0.09
F20 9.148 5.631 -4.514  0.14
F21 9.209 4.510 -6.397  0.10
O4 6.654 4.708 -3.969  0.06
C41 6.517 4.111 -2.749  -0.55
C42 7.096 4.982 -1.626  -0.28
F22 8.409 5.206 -1.840  0.10
F23 6.960 4.329 -0.453  0.10
F24 7.044 2.873 -2.731  0.15
F25 5.195 3.987 -2.504  0.15
H63 6.994 4.571 -5.914  0.15
H64 7.213 3.045 -5.086  0.15
H65 9.752 2.430 -5.016  0.17
H66 6.565 5.935 -1.583  0.18
C43 -3.068 -0.276 6.241  -0.03
C44 -1.585 0.105 6.322  -0.44
C45 -0.617 -0.910 6.934  -0.30
F26 -0.918 -1.146 8.230  0.09
F27 0.636 -0.402 6.881  0.10
F28 -1.443 1.299 6.937  0.13
F29 -1.178 0.245 5.032  0.10
O5 -3.916 0.248 7.245  0.06
C46 -4.125 -0.379 8.427  -0.56
C47 -3.671 0.485 9.613  -0.29
F30 -2.354 0.752 9.529  0.10
F31 -3.895 -0.196 10.762  0.09
F32 -3.571 -1.603 8.476  0.15
F33 -5.465 -0.539 8.580  0.14
H67 -3.420 0.191 5.322  0.15
H68 -3.198 -1.351 6.115  0.15
H69 -0.642 -1.848 6.374  0.17
H70 -4.233 1.420 9.627  0.17

Q: Which of these has the highest electronic energy?
A: C47H69BMoN12OP

Q: Look up the max |F| of the first one.
A: 0.0238 hartree/bohr